(1)
{"formula": "C37H36F6O8S", "method": "ωB97M-V/def2-TZVPD", "homo_lumo_gap_ev": 6.461, "molar_mass_g_mol": 754.74, "energy_ha": -3030.308992, "lumo_ev": -1.57, "max_force_ev_per_a": 7.86, "smiles": "Cc1ccc(C(C)C)c(OC[C@]2([C@@H](C)F)CC[C@@H](C(F)(F)c3cccc(C(F)(F)F)c3)OS2(=O)=O)c1.O=C1C=CC(=O)C=C1.O=C1C=CC(=O)C=C1", "species": ["C", "C", "C", "C", "C", "C", "C", "C", "C", "O", "C", "C", "C", "C", "F", "C", "C", "C", "C", "F", "F", "C", "C", "C", "C", "C", "C", "F", "F", "F", "C", "O", "S", "O", "O", "C", "H", "H", "H", "H", "H", "H", "H", "H", "H", "H", "H", "H", "H", "H", "H", "H", "H", "H", "H", "H", "H", "H", "H", "H", "H", "H", "H", "H", "C", "C", "C", "O", "C", "C", "C", "O", "H", "H", "H", "H", "C", "C", "C", "O", "C", "C", "C", "O", "H", "H", "H", "H"], "xyz": [[3.378, 0.601, 3.601], [3.058, 0.937, 2.050], [3.708, 0.220, 0.845], [3.271, 0.660, -0.597], [2.207, 1.785, -0.865], [1.909, 2.130, -2.395], [1.044, 1.030, -3.188], [3.372, 2.160, -3.135], [1.531, 2.506, 0.368], [0.588, 3.522, 0.065], [-0.537, 3.573, 0.950], [-1.913, 2.942, 0.378], [-2.448, 3.678, -0.964], [-1.554, 3.408, -2.260], [-3.799, 3.244, -1.317], [-3.035, 3.294, 1.522], [-3.535, 2.014, 2.356], [-2.394, 0.986, 2.795], [-3.116, -0.317, 3.457], [-4.038, 0.054, 4.477], [-2.100, -1.167, 4.048], [-3.867, -1.229, 2.376], [-5.440, -1.216, 2.288], [-6.157, -2.093, 1.199], [-5.397, -2.989, 0.180], [-3.854, -3.020, 0.286], [-2.883, -3.873, -0.682], [-1.723, -4.257, 0.050], [-2.409, -2.971, -1.701], [-3.534, -4.937, -1.342], [-3.151, -2.167, 1.363], [-1.552, 0.471, 1.738], [-1.909, 1.098, 0.231], [-3.176, 0.539, -0.393], [-0.786, 0.638, -0.689], [2.020, 2.047, 1.757], [3.361, 1.589, 4.203], [2.520, -0.034, 4.044], [4.365, 0.044, 3.717], [4.468, -0.613, 1.048], [3.792, 0.090, -1.451], [1.515, 3.207, -2.503], [1.633, 0.674, -4.102], [0.818, 0.091, -2.564], [0.097, 1.546, -3.573], [3.327, 2.656, -4.161], [3.612, 1.043, -3.335], [4.210, 2.538, -2.448], [-0.388, 3.134, 1.990], [-0.774, 4.696, 1.116], [-2.560, 4.797, -0.705], [-2.104, 3.923, -3.140], [-0.515, 3.871, -2.225], [-1.580, 2.292, -2.485], [-2.551, 4.012, 2.294], [-3.929, 3.865, 1.095], [-4.380, 1.520, 1.741], [-4.036, 2.405, 3.319], [-1.783, 1.453, 3.660], [-6.032, -0.578, 3.017], [-7.300, -2.052, 1.175], [-5.895, -3.608, -0.640], [-2.000, -2.178, 1.414], [1.551, 2.570, 2.672], [-4.164, -7.531, 3.785], [-3.368, -8.556, 4.091], [-2.034, -8.702, 3.469], [-1.307, -9.639, 3.745], [-1.618, -7.667, 2.499], [-2.415, -6.643, 2.195], [-3.745, -6.497, 2.815], [-4.465, -5.561, 2.533], [-5.144, -7.408, 4.229], [-3.658, -9.322, 4.799], [-0.638, -7.789, 2.053], [-2.127, -5.877, 1.487], [7.526, 4.257, -4.577], [8.336, 4.065, -5.619], [8.661, 2.704, -6.097], [9.402, 2.528, -7.046], [8.051, 1.566, -5.377], [7.241, 1.758, -4.336], [6.916, 3.119, -3.858], [6.175, 3.295, -2.909], [7.278, 5.247, -4.213], [8.791, 4.888, -6.157], [8.299, 0.576, -5.741], [6.786, 0.936, -3.797]]}

---

(2)
{"formula": "C37H37Br3F3Li2N6O7", "method": "ωB97M-V/def2-TZVPD", "relative_energy_ev": 0.000, "homo_lumo_gap_ev": 2.197, "molar_mass_g_mol": 988.33, "energy_ha": -10323.965843, "lumo_ev": 0.61, "max_force_ev_per_a": 6.91, "total_charge": -1, "species": ["Li", "Li", "C", "O", "O", "O", "C", "O", "O", "C", "F", "F", "F", "C", "C", "H", "H", "H", "H", "H", "H", "C", "Br", "Br", "Br", "H", "C", "C", "C", "C", "C", "C", "N", "O", "O", "H", "H", "H", "H", "H", "N", "C", "C", "C", "C", "C", "H", "H", "H", "H", "H", "N", "C", "C", "C", "C", "C", "H", "H", "H", "H", "H", "N", "C", "C", "C", "C", "C", "H", "H", "H", "H", "H", "N", "C", "C", "C", "C", "C", "H", "H", "H", "H", "H", "N", "C", "C", "C", "C", "C", "H", "H", "H", "H", "H"], "xyz": [[1.246, -2.916, -1.608], [1.741, -1.713, 1.295], [3.091, -4.387, -0.229], [3.052, -4.517, -1.437], [4.038, -5.042, 0.335], [2.348, -3.626, 0.427], [-0.010, -0.171, -0.126], [0.909, 0.352, 0.952], [0.746, -1.323, -0.550], [-1.618, -0.357, 0.058], [-2.108, -0.622, -1.140], [-1.981, -1.405, 0.881], [-2.239, 0.704, 0.543], [0.445, 1.525, 1.650], [1.628, 2.157, 2.389], [1.268, 2.931, 3.067], [2.159, 1.437, 3.011], [2.343, 2.681, 1.755], [-0.381, 1.294, 2.323], [-0.068, 2.307, 1.091], [0.142, 0.647, -0.831], [-0.120, 1.621, 5.688], [-0.929, 3.502, 5.499], [-0.960, 0.647, 7.173], [1.787, 1.727, 6.043], [-0.230, 1.143, 4.714], [-4.362, 1.418, -2.144], [-5.535, 1.058, -2.836], [-5.902, 1.786, -4.021], [-5.161, 2.878, -4.422], [-3.920, 3.190, -3.785], [-3.585, 2.448, -2.652], [-5.441, 3.570, -5.663], [-6.621, 3.613, -6.018], [-4.526, 4.223, -6.227], [-3.930, 0.789, -1.380], [-6.109, 0.200, -2.521], [-6.788, 1.437, -4.531], [-3.299, 3.936, -4.259], [-2.673, 2.679, -2.121], [0.315, 7.313, 0.781], [0.631, 6.339, 1.746], [-0.297, 5.385, 2.173], [-1.651, 5.620, 1.831], [-2.019, 6.562, 0.902], [-1.028, 7.375, 0.401], [1.503, 6.485, 2.367], [-0.040, 4.559, 2.818], [-2.358, 5.106, 2.465], [-3.079, 6.641, 0.712], [-1.498, 8.173, -0.155], [3.758, -0.998, 1.597], [4.388, -1.024, 0.427], [5.485, -0.264, 0.126], [5.980, 0.698, 0.906], [5.402, 0.675, 2.179], [4.320, -0.117, 2.475], [4.110, -1.668, -0.393], [5.826, -0.143, -0.892], [6.644, 1.423, 0.461], [5.539, 1.527, 2.829], [3.750, -0.041, 3.389], [-0.598, -3.987, -1.683], [-1.776, -3.602, -2.320], [-2.976, -4.188, -2.127], [-3.097, -5.061, -1.071], [-1.983, -5.514, -0.405], [-0.755, -4.917, -0.661], [-1.650, -2.825, -3.060], [-3.838, -3.981, -2.743], [-4.036, -5.584, -0.967], [-2.042, -6.367, 0.255], [0.155, -5.416, -0.362], [1.841, -2.246, -3.438], [2.229, -3.292, -4.293], [2.957, -3.094, -5.496], [3.373, -1.778, -5.772], [2.862, -0.729, -4.998], [2.298, -1.029, -3.696], [1.763, -4.238, -4.061], [3.338, -3.953, -6.029], [3.777, -1.484, -6.729], [3.090, 0.275, -5.326], [2.050, -0.364, -2.881], [0.698, -2.074, 3.048], [-0.408, -2.862, 2.979], [-1.191, -3.210, 4.094], [-0.684, -2.832, 5.334], [0.491, -2.124, 5.437], [1.185, -1.836, 4.300], [-0.824, -3.122, 2.017], [-2.092, -3.806, 4.102], [-1.119, -3.247, 6.232], [0.825, -1.820, 6.418], [2.010, -1.142, 4.363]]}

---

(3)
{"formula": "C37H37CoN6O5S", "method": "ωB97M-V/def2-TZVPD", "relative_energy_ev": 0.000, "homo_lumo_gap_ev": [5.873, 6.210], "molar_mass_g_mol": 736.74, "energy_ha": -3917.760984, "lumo_ev": [2.13, 2.12], "multiplicity": 4, "max_force_ev_per_a": 2.75, "total_charge": -1, "species": ["Co", "O", "C", "C", "C", "C", "N", "C", "C", "C", "C", "C", "C", "O", "C", "C", "N", "H", "H", "H", "H", "H", "H", "H", "H", "H", "H", "H", "H", "N", "C", "N", "C", "C", "C", "C", "C", "C", "S", "H", "H", "H", "H", "H", "H", "O", "C", "N", "C", "O", "C", "C", "C", "C", "N", "C", "H", "H", "H", "H", "H", "H", "H", "H", "C", "O", "C", "C", "H", "H", "H", "H", "H", "H", "C", "C", "C", "C", "C", "C", "C", "C", "H", "H", "H", "H", "H"], "xyz": [[0.225, -0.295, 0.830], [-5.021, 0.681, 5.354], [-3.918, 1.563, 5.225], [-2.790, 1.102, 4.324], [-1.876, 2.001, 3.892], [-1.045, 1.743, 2.799], [-1.091, 0.550, 2.244], [-1.927, -0.414, 2.714], [-2.759, -0.180, 3.765], [-1.801, -1.706, 2.039], [-2.841, -2.628, 2.178], [-2.631, -3.976, 1.778], [-3.501, -5.043, 2.353], [-3.311, -5.279, 3.705], [-1.556, -4.257, 1.002], [-0.704, -3.096, 0.464], [-0.626, -1.999, 1.411], [-4.831, 0.055, 6.042], [-3.527, 1.882, 6.189], [-4.293, 2.460, 4.747], [-1.893, 3.020, 4.258], [-0.370, 2.457, 2.339], [-3.404, -0.964, 4.189], [-3.825, -2.227, 2.358], [-3.220, -5.953, 1.785], [-4.541, -4.712, 2.178], [-2.657, -4.624, 3.914], [-1.260, -5.233, 0.751], [0.281, -3.485, 0.207], [2.599, 2.355, -1.237], [2.084, 3.278, -2.082], [1.201, 4.119, -1.748], [0.880, 4.952, -2.806], [-0.054, 5.943, -2.756], [-0.416, 6.673, -3.870], [0.202, 6.376, -5.138], [1.136, 5.396, -5.202], [1.456, 4.702, -4.018], [2.597, 3.406, -3.812], [2.158, 2.359, -0.347], [3.122, 1.548, -1.471], [-0.515, 6.110, -1.795], [-1.220, 7.377, -3.839], [-0.102, 6.929, -6.023], [1.637, 5.043, -6.094], [3.631, -5.993, -4.456], [2.506, -5.604, -5.267], [1.434, -5.092, -4.488], [1.491, -3.829, -3.942], [2.384, -3.068, -4.264], [0.449, -3.443, -3.003], [-0.737, -4.201, -2.701], [-1.671, -3.807, -1.808], [-1.382, -2.647, -0.907], [-0.578, -1.712, -1.734], [0.438, -2.136, -2.477], [3.980, -5.140, -4.157], [2.110, -6.508, -5.766], [2.802, -4.811, -5.999], [0.879, -5.793, -4.009], [-0.989, -5.037, -3.375], [-2.549, -4.377, -1.573], [-2.261, -2.094, -0.625], [1.296, -1.468, -2.613], [-0.063, 0.584, -3.418], [0.327, 0.415, -2.052], [-0.514, -0.295, -1.163], [-1.825, 0.388, -1.283], [-0.802, -0.208, -3.670], [0.853, 0.497, -4.017], [-0.601, 1.518, -3.635], [-1.645, 1.443, -1.111], [-2.581, 0.036, -0.523], [-2.349, 0.336, -2.236], [1.823, 0.738, 1.675], [2.597, 1.434, 2.283], [3.318, 2.172, 3.301], [2.961, 1.947, 4.596], [3.563, 2.637, 5.648], [4.669, 3.419, 5.386], [5.114, 3.574, 4.100], [4.433, 2.999, 3.011], [2.181, 1.201, 4.762], [3.177, 2.669, 6.650], [5.225, 3.950, 6.171], [6.058, 4.159, 3.925], [4.800, 3.136, 1.972]]}

---

(4)
{"formula": "C37H37EuN3P2", "method": "ωB97M-V/def2-TZVPD", "relative_energy_ev": 1.944, "homo_lumo_gap_ev": [6.759, 6.839], "molar_mass_g_mol": 737.64, "energy_ha": -2989.161419, "lumo_ev": [-0.47, -0.39], "multiplicity": 8, "max_force_ev_per_a": 1.44, "species": ["Eu", "C", "C", "C", "C", "C", "C", "C", "C", "C", "H", "H", "H", "H", "H", "H", "H", "H", "H", "H", "H", "H", "H", "H", "H", "P", "P", "C", "C", "C", "C", "C", "C", "C", "C", "C", "C", "C", "C", "C", "C", "C", "C", "C", "C", "C", "C", "C", "C", "C", "C", "C", "C", "H", "H", "H", "H", "H", "H", "H", "H", "H", "H", "H", "H", "H", "H", "H", "H", "H", "H", "H", "H", "H", "H", "N", "C", "N", "C", "N"], "xyz": [[-0.466, 0.496, 1.821], [-2.003, -5.980, 3.030], [-1.535, -5.139, 2.086], [-2.111, -4.901, 0.713], [-2.743, -3.488, 0.593], [-3.950, -3.173, 1.419], [-4.529, -3.962, 2.339], [-4.460, -5.465, 2.444], [-3.448, -6.080, 3.447], [-1.444, 0.735, 4.028], [-1.294, -6.602, 3.596], [-0.643, -4.516, 2.269], [-2.790, -5.714, 0.400], [-1.236, -4.938, 0.024], [-1.956, -2.766, 0.863], [-2.925, -3.302, -0.476], [-4.442, -2.255, 1.092], [-5.351, -3.574, 2.944], [-4.214, -5.906, 1.478], [-5.447, -5.879, 2.729], [-3.583, -5.643, 4.448], [-3.655, -7.151, 3.599], [-0.776, 0.420, 4.833], [-2.225, -0.052, 3.963], [-1.912, 1.720, 4.206], [2.972, 1.393, -0.803], [0.481, 3.450, -1.076], [1.855, 1.320, -2.227], [0.928, 2.293, -2.406], [4.592, 1.415, -1.704], [4.764, 0.956, -3.017], [5.994, 1.098, -3.673], [7.081, 1.672, -3.006], [6.933, 2.098, -1.679], [5.698, 1.985, -1.041], [2.802, -0.365, -0.291], [1.496, -0.710, 0.113], [1.254, -1.979, 0.613], [2.244, -2.964, 0.535], [3.474, -2.667, -0.057], [3.777, -1.355, -0.454], [0.413, 4.960, -2.195], [1.617, 5.377, -2.796], [1.641, 6.454, -3.686], [0.464, 7.144, -4.006], [-0.731, 6.748, -3.397], [-0.753, 5.685, -2.483], [-1.300, 3.082, -0.891], [-1.952, 3.557, 0.264], [-3.326, 3.374, 0.398], [-4.046, 2.679, -0.577], [-3.383, 2.162, -1.691], [-2.009, 2.346, -1.845], [1.976, 0.463, -2.907], [0.455, 2.446, -3.382], [3.938, 0.500, -3.558], [6.108, 0.768, -4.711], [8.050, 1.766, -3.502], [7.780, 2.530, -1.144], [5.566, 2.348, -0.025], [0.680, 0.022, -0.117], [0.297, -2.147, 1.127], [2.005, -3.957, 0.916], [4.185, -3.476, -0.215], [4.748, -1.137, -0.912], [2.543, 4.844, -2.580], [2.576, 6.748, -4.165], [0.484, 7.996, -4.694], [-1.659, 7.260, -3.656], [-1.698, 5.413, -2.015], [-1.375, 4.104, 1.017], [-3.833, 3.799, 1.263], [-5.120, 2.524, -0.453], [-3.940, 1.627, -2.459], [-1.502, 1.936, -2.720], [-0.425, -1.819, 2.986], [-0.728, -2.610, 3.823], [-1.180, -3.535, 4.589], [-1.674, -3.308, 5.800], [-2.095, -3.195, 6.884]]}

---

(5)
{"formula": "C37H37GeNO2W", "method": "ωB97M-V/def2-TZVPD", "homo_lumo_gap_ev": [6.373, 6.827], "molar_mass_g_mol": 784.16, "energy_ha": -3781.315096, "lumo_ev": [0.11, -0.19], "multiplicity": 3, "max_force_ev_per_a": 2.13, "species": ["W", "O", "C", "C", "C", "C", "C", "C", "C", "C", "C", "O", "C", "C", "C", "C", "C", "C", "C", "C", "C", "C", "C", "C", "N", "C", "C", "C", "C", "C", "C", "C", "C", "C", "C", "C", "C", "H", "H", "H", "H", "H", "H", "H", "H", "H", "H", "H", "H", "H", "H", "H", "H", "H", "H", "H", "H", "H", "H", "H", "H", "H", "H", "H", "C", "Ge", "C", "C", "C", "H", "H", "H", "H", "H", "H", "H", "H", "H", "H"], "xyz": [[-0.401, 0.555, 0.253], [1.458, 1.417, -0.101], [1.137, 2.389, -1.051], [1.267, 1.806, -2.458], [0.506, 0.530, -2.721], [0.646, -0.003, -3.987], [0.098, -1.227, -4.311], [-0.570, -1.899, -3.305], [-0.716, -1.329, -2.060], [-1.351, -2.117, -0.968], [-0.289, -2.460, 0.120], [0.074, -1.284, 0.807], [0.931, -3.042, -0.608], [2.071, -2.273, -0.801], [3.131, -2.770, -1.549], [3.059, -4.036, -2.109], [1.922, -4.810, -1.917], [0.865, -4.316, -1.169], [-0.847, -3.488, 1.101], [0.036, -4.123, 1.972], [-0.419, -5.058, 2.886], [-1.769, -5.383, 2.936], [-2.655, -4.743, 2.086], [-2.198, -3.796, 1.179], [-0.220, -0.089, -1.744], [2.054, 3.607, -0.980], [1.608, 4.869, -1.361], [2.479, 5.948, -1.357], [3.800, 5.776, -0.970], [4.243, 4.521, -0.577], [3.373, 3.441, -0.582], [-0.316, 2.786, -0.745], [-0.514, 3.193, 0.598], [-1.731, 3.768, 0.981], [-2.773, 3.846, 0.087], [-2.608, 3.386, -1.222], [-1.391, 2.888, -1.640], [2.328, 1.594, -2.607], [0.991, 2.561, -3.199], [1.230, 0.548, -4.713], [0.215, -1.655, -5.297], [-0.967, -2.890, -3.478], [-1.776, -3.030, -1.383], [-2.125, -1.516, -0.483], [2.124, -1.285, -0.359], [4.019, -2.168, -1.700], [3.886, -4.426, -2.689], [1.859, -5.802, -2.347], [-0.020, -4.923, -1.017], [1.089, -3.870, 1.935], [0.281, -5.540, 3.557], [-2.127, -6.131, 3.632], [-3.712, -4.974, 2.126], [-2.910, -3.288, 0.541], [0.575, 5.009, -1.657], [2.123, 6.929, -1.646], [4.480, 6.619, -0.967], [5.269, 4.388, -0.258], [3.703, 2.459, -0.265], [0.361, 3.325, 1.221], [-1.837, 4.161, 1.984], [-3.717, 4.282, 0.389], [-3.436, 3.440, -1.916], [-1.263, 2.608, -2.680], [-2.818, 1.599, 3.919], [-1.780, 0.426, 2.685], [-1.760, -1.301, 3.664], [0.137, 1.004, 3.090], [-2.305, 0.565, 0.804], [-2.384, 1.535, 4.918], [-3.856, 1.269, 3.969], [-2.807, 2.640, 3.594], [-1.603, -1.067, 4.719], [-0.939, -1.920, 3.316], [-2.687, -1.863, 3.563], [0.389, 0.534, 4.040], [0.214, 2.085, 3.208], [0.896, 0.677, 2.372], [-3.331, 0.911, 0.706]]}